No. 1
Computed, not measured: a structure of composition C20H29AsFeN6O7, with ωB97M-V with the def2-TZVPD basis set.

Values from the calculation:
Charge: +1
F_max, eV Å⁻¹: 0.6
Spin multiplicity: 6
Energy above the lowest of the compared OMol25 structures with the same formula, charge and spin, kcal/mol: 0.0
⟨S²⟩: 8.758

XYZ file:
```
64
Properties=species:S:1:pos:R:3:lowdin_spin:R:1
Fe -0.43 0.52 0.64 4.3118
N -0.30 0.43 2.85 0.0634
N 0.59 1.43 3.29 0.0025
C 1.17 2.24 2.29 0.0097
O 2.13 2.93 2.58 0.0131
O 0.53 2.21 1.16 0.1102
H -1.20 0.52 3.33 0.0022
H 0.07 -0.50 3.01 0.0011
H 1.18 1.21 4.07 0.0013
O -2.35 -0.44 0.38 0.0686
C -2.63 -1.60 0.07 0.0065
C -1.70 -2.68 -0.03 0.0088
C -2.14 -3.92 -0.52 -0.0020
C -1.25 -4.95 -0.60 0.0071
C 0.07 -4.81 -0.16 -0.0005
C 0.50 -3.62 0.34 0.0106
C -0.36 -2.50 0.39 0.0102
O 0.07 -1.36 0.85 0.1235
N -1.70 -6.24 -1.15 0.0007
O -2.85 -6.32 -1.53 0.0014
O -0.88 -7.13 -1.21 0.0014
H -3.69 -1.84 -0.12 0.0037
H -3.16 -4.05 -0.85 -0.0001
H 0.73 -5.67 -0.22 0.0000
H 1.52 -3.49 0.68 0.0003
C -0.68 4.56 -0.52 0.0006
As -1.84 3.62 0.68 0.0105
C -3.62 4.24 0.33 0.0061
C -1.44 4.16 2.48 0.0010
O -1.90 1.96 0.42 0.1077
H -0.82 5.63 -0.38 0.0000
H -0.94 4.30 -1.54 0.0000
H 0.35 4.28 -0.30 0.0002
H -3.65 5.33 0.33 0.0009
H -4.29 3.85 1.09 0.0000
H -3.93 3.87 -0.65 0.0000
H -1.88 5.15 2.64 0.0001
H -0.37 4.20 2.63 0.0000
H -1.90 3.45 3.17 0.0000
C 5.40 -0.65 0.76 -0.0001
N 4.49 0.48 0.93 0.0009
C 5.07 1.81 1.16 0.0000
C 3.24 0.37 0.59 0.0021
N 2.11 0.29 0.30 0.0222
H 6.04 -0.73 1.63 0.0000
H 6.02 -0.51 -0.13 0.0000
H 4.83 -1.57 0.65 0.0000
H 5.73 1.76 2.03 0.0001
H 4.28 2.52 1.36 0.0000
H 5.65 2.12 0.29 0.0000
N -0.10 0.75 -1.48 0.0691
C -0.49 -0.37 -2.29 0.0009
C -1.76 -0.43 -2.84 0.0067
C -2.13 -1.54 -3.59 -0.0012
C -1.23 -2.58 -3.79 0.0071
C 0.04 -2.51 -3.25 -0.0013
C 0.42 -1.41 -2.49 0.0069
H 0.90 0.91 -1.55 0.0016
H -0.61 1.59 -1.72 0.0015
H -2.46 0.38 -2.67 0.0003
H -3.12 -1.58 -4.03 -0.0002
H -1.52 -3.44 -4.38 0.0004
H 0.75 -3.31 -3.41 -0.0002
H 1.41 -1.35 -2.05 0.0003
```

***

No. 2
Computed, not measured: a cluster of 3 separate species, C20H29BN2O7 in total at a distorted geometry, with ωB97M-V with the def2-TZVPD basis set.

Values from the calculation:
Charge: 0
SMILES: C#CC[C@](COCCC)(CC(=O)O)OC(=O)B(O)OC.c1cc[nH]c1.c1cc[nH]c1
F_max, eV Å⁻¹: 2.2
Energy above the lowest of the compared OMol25 structures with the same formula, charge and spin, kcal/mol: 0.0

XYZ file:
```
59
Properties=species:S:1:pos:R:3:lowdin_charge:R:1
C -4.90 1.18 2.26 0.1395
C -3.71 1.27 2.20 -0.1144
C -2.27 0.99 2.24 -0.0973
C -1.72 0.38 0.91 -0.3692
C -2.33 1.02 -0.31 -0.1431
O -1.86 0.31 -1.45 -0.1537
C -1.91 1.07 -2.65 -0.2121
C -3.23 1.80 -2.91 -0.2208
C -3.55 1.97 -4.41 -0.0858
C -2.04 -1.14 0.97 0.0052
C -3.46 -1.53 0.60 -0.4899
O -4.19 -1.95 1.44 0.1372
O -3.93 -1.44 -0.69 0.0876
O -0.28 0.43 0.98 0.0562
C 0.31 1.59 0.59 -0.3193
O -0.08 2.70 0.84 0.1351
B 1.70 1.41 -0.23 -0.5590
O 2.47 2.49 -0.50 0.2259
O 2.15 0.18 -0.63 -0.0020
C 3.12 -0.34 0.31 -0.0326
H -5.95 1.34 2.27 0.0307
H -1.77 1.93 2.49 0.1193
H -2.03 0.29 3.03 0.1301
H -3.42 0.93 -0.30 0.1217
H -2.13 2.09 -0.40 0.1394
H -1.06 1.77 -2.73 0.1313
H -1.78 0.35 -3.46 0.1155
H -3.26 2.75 -2.37 0.1061
H -4.02 1.17 -2.48 0.1092
H -3.25 2.96 -4.73 0.0688
H -4.63 1.86 -4.53 0.0679
H -3.05 1.19 -4.98 0.0675
H -1.87 -1.53 1.97 0.1290
H -1.30 -1.62 0.32 0.1281
H -3.41 -1.98 -1.29 0.1172
H 1.93 3.29 -0.53 0.1169
H 2.61 -1.14 0.84 0.0961
H 4.01 -0.71 -0.19 0.0963
H 3.42 0.45 1.00 0.0844
N 4.35 -0.03 4.17 -0.0016
C 4.66 1.29 4.05 -0.1498
C 5.98 1.45 4.35 -0.1117
C 6.50 0.16 4.66 -0.1125
C 5.47 -0.73 4.54 -0.1440
H 3.44 -0.43 4.01 0.1390
H 3.91 2.01 3.76 0.1041
H 6.53 2.38 4.34 0.0900
H 7.51 -0.08 4.94 0.0895
H 5.43 -1.80 4.69 0.1041
N 1.79 -3.46 -2.83 0.0067
C 0.75 -4.30 -3.11 -0.1455
C -0.41 -3.63 -2.82 -0.1107
C -0.05 -2.34 -2.35 -0.0970
C 1.31 -2.26 -2.37 -0.1158
H 2.76 -3.69 -2.95 0.1423
H 0.92 -5.29 -3.49 0.1039
H -1.41 -4.03 -2.93 0.0857
H -0.72 -1.55 -2.03 0.0659
H 1.98 -1.46 -2.11 0.0936
```

***

No. 3
Computed, not measured: a structure of composition C20H29ClI2N7O12PS at a distorted geometry, with ωB97M-V with the def2-TZVPD basis set.

Values from the calculation:
Total energy, Eh: -3860.02251
Charge: 0
F_max, eV Å⁻¹: 4.7

XYZ file:
```
73
Properties=species:S:1:pos:R:3:lowdin_charge:R:1
C 1.29 -3.75 0.27 -0.2364
C 0.26 -2.48 0.08 -0.7310
I -1.15 -3.13 -1.46 0.8580
C 1.18 -1.23 -0.32 -0.6877
I 2.12 -1.74 -2.26 0.8140
N 0.49 0.09 -0.45 -0.1435
C 1.44 1.07 0.18 -0.1846
C 2.24 1.98 -0.81 -0.4505
Cl 2.00 1.88 -2.63 0.5212
C 3.24 3.00 -0.18 -0.0509
C 3.41 3.09 1.36 -0.0425
C 2.61 2.19 2.37 -0.0544
C 1.62 1.18 1.75 -0.3841
S 0.52 0.04 2.74 0.8844
C -1.06 0.12 1.74 -0.3799
C -2.45 0.18 2.42 -0.0555
C -3.72 0.27 1.54 -0.0407
C -3.53 0.32 0.00 -0.0403
C -2.12 0.26 -0.68 -0.1747
P -2.12 0.37 -2.58 0.6258
N -2.11 1.96 -2.91 -0.2182
O -3.59 -0.21 -3.26 -0.2454
O -0.73 -0.27 -3.31 -0.3310
C -0.83 0.14 0.19 -0.1992
H 1.12 -4.22 1.31 0.0919
H 1.12 -4.57 -0.50 0.0201
H 2.39 -3.39 0.27 0.0649
H -0.28 -2.40 1.08 0.0732
H 2.07 -1.20 0.42 0.0992
H 3.82 3.66 -0.91 0.0554
H 4.13 3.88 1.74 0.0908
H 2.71 2.28 3.50 0.0932
H -2.52 0.17 3.57 0.0983
H -4.75 0.34 2.04 0.0672
H -4.48 0.43 -0.63 0.0954
H -1.24 2.12 -3.45 -0.0347
H -4.01 0.56 -3.73 0.0756
H -1.04 -1.12 -3.73 0.0309
C 5.25 6.75 -3.15 0.0464
N 5.04 5.55 -2.30 -0.4311
O 4.27 5.66 -1.37 0.0472
O 5.67 4.55 -2.60 0.0674
H 4.63 7.57 -2.77 0.0967
H 6.31 7.01 -3.11 0.1024
H 4.95 6.49 -4.17 0.1031
C 4.77 -0.43 -5.84 0.0422
N 3.98 -1.69 -5.87 -0.4521
O 4.47 -2.67 -5.34 0.0395
O 2.90 -1.64 -6.43 0.0539
H 5.71 -0.62 -5.31 0.0963
H 4.96 -0.13 -6.87 0.1006
H 4.18 0.32 -5.31 0.0953
C -7.92 1.20 3.22 0.0526
N -6.63 1.24 3.95 -0.4266
O -5.89 0.27 3.83 0.0221
O -6.40 2.23 4.62 0.0777
H -7.99 0.26 2.68 0.0988
H -8.72 1.27 3.96 0.1054
H -7.94 2.05 2.54 0.1052
C 3.02 -6.90 -2.23 0.0455
N 2.55 -7.07 -0.83 -0.4406
O 2.92 -6.25 -0.01 0.0429
O 1.81 -8.01 -0.61 0.0624
H 3.66 -6.02 -2.27 0.0968
H 3.58 -7.80 -2.49 0.1003
H 2.15 -6.77 -2.86 0.1025
C -4.54 0.31 6.84 0.0360
N -5.03 0.14 8.23 -0.4461
O -4.67 0.96 9.06 0.0623
O -5.76 -0.81 8.44 0.0562
H -3.90 1.20 6.80 0.1000
H -3.98 -0.58 6.57 0.1036
H -5.41 0.44 6.20 0.0610
```